Entry from the Open Molecules 2025 dataset: a cluster of 2 separate species, C4H10NO2S in total in a non-equilibrium geometry (ωB97M-V with the def2-TZVPD basis set).

Last column: natural (NBO) charge in e.
Element x y z (Å)
C (-0.512, 0.207, -0.032)  0.446
C (-3.899, 0.978, 0.225)  -0.585
C (3.860, -1.447, -0.432)  -0.813
C (-2.945, 0.025, -0.489)  -0.264
N (-1.634, 0.147, -0.153)  -0.189
O (2.148, 0.561, -0.533)  -1.010
O (4.089, 1.015, 0.723)  -0.892
S (3.602, 0.405, -0.735)  1.539
H (0.567, 0.379, 0.004)  0.329
H (4.966, 0.874, 1.078)  0.514
H (-4.042, 0.486, 1.148)  0.224
H (-3.505, 2.008, 0.276)  0.240
H (-4.780, 0.762, -0.255)  0.240
H (4.132, -2.035, -1.259)  0.246
H (4.732, -1.601, 0.313)  0.242
H (2.962, -1.749, 0.022)  0.233
H (-2.936, 0.355, -1.528)  0.253
H (-3.231, -0.947, -0.336)  0.250

Results
Energy above the lowest of the compared OMol25 structures with the same formula, charge and spin ... 3.142 eV
LUMO level ... -0.124 Ha
Net charge ... +1
Frontier orbital gap ... 9.9 eV
Multiplicity ... 1

***

Entry from the Open Molecules 2025 dataset: a structure of composition C43H60F3N8O4S3TeV in a non-equilibrium geometry (ωB97M-V with the def2-TZVPD basis set).

Last column: Mulliken spin population.
Element x y z (Å)
V (-1.291, -1.735, 0.628)  1.288
C (2.635, 2.128, -3.115)  0.000
C (1.708, 3.228, -3.625)  0.000
C (0.663, 2.741, -4.629)  0.000
C (-0.305, 1.694, -4.065)  0.000
N (0.183, 0.348, -4.337)  0.000
C (-0.462, -0.846, -4.280)  0.000
S (0.461, -2.230, -3.999)  0.000
N (-1.785, -0.960, -4.460)  -0.002
C (-2.794, 0.005, -4.856)  0.001
C (-2.601, 0.551, -6.272)  0.000
C (-2.878, -0.463, -7.385)  0.000
C (-1.741, -1.453, -7.627)  0.000
H (3.411, 2.539, -2.469)  0.000
H (3.130, 1.614, -3.944)  0.000
H (2.101, 1.378, -2.527)  0.000
H (2.305, 4.017, -4.091)  0.000
H (1.195, 3.689, -2.777)  0.000
H (1.163, 2.312, -5.503)  0.000
H (0.088, 3.598, -4.986)  0.000
H (-1.289, 1.830, -4.499)  0.000
H (-0.409, 1.844, -2.982)  -0.001
H (1.166, 0.209, -4.157)  0.000
H (-2.136, -1.853, -4.145)  0.000
H (-2.882, 0.818, -4.130)  0.000
H (-3.738, -0.540, -4.809)  0.000
H (-1.578, 0.923, -6.385)  0.000
H (-3.266, 1.412, -6.385)  0.000
H (-3.070, 0.086, -8.311)  0.000
H (-3.801, -1.006, -7.154)  0.000
H (-0.813, -0.923, -7.852)  0.000
H (-1.967, -2.105, -8.473)  0.000
H (-1.549, -2.082, -6.759)  0.000
C (0.620, -1.500, -0.227)  -0.013
C (1.570, -2.611, 0.001)  -0.015
C (1.468, -3.792, -0.748)  -0.010
C (2.288, -4.882, -0.490)  0.007
C (3.241, -4.823, 0.518)  -0.009
C (3.374, -3.648, 1.250)  0.005
C (2.556, -2.561, 0.994)  -0.006
H (0.429, -1.416, -1.303)  0.012
H (0.988, -0.551, 0.169)  -0.040
H (0.736, -3.837, -1.548)  -0.002
H (2.184, -5.782, -1.087)  0.000
H (3.877, -5.675, 0.726)  -0.001
H (4.120, -3.581, 2.033)  0.000
H (2.669, -1.651, 1.574)  -0.002
C (-2.753, -3.933, 4.324)  0.001
N (-2.003, -4.612, 3.295)  0.000
C (-2.536, -5.802, 2.643)  0.000
C (-1.658, -5.940, 1.386)  0.001
N (-0.620, -4.944, 1.628)  0.002
C (-0.989, -4.094, 2.606)  0.011
S (-0.264, -2.585, 2.872)  -0.022
H (-2.814, -4.558, 5.217)  0.000
H (-3.761, -3.709, 3.972)  -0.001
H (-2.247, -3.001, 4.563)  -0.001
H (-3.587, -5.640, 2.394)  0.000
H (-2.462, -6.667, 3.307)  0.000
H (-2.210, -5.697, 0.477)  0.000
H (-1.229, -6.937, 1.291)  0.000
H (-0.021, -4.603, 0.885)  0.001
N (-6.183, -2.615, 3.782)  0.000
C (-5.903, -2.723, 2.663)  0.000
N (-5.592, -2.904, 1.385)  0.000
C (-4.917, -1.950, 0.808)  -0.001
N (-4.756, -0.722, 1.318)  0.000
F (-5.295, -3.331, -1.055)  0.000
C (-4.636, -2.225, -0.683)  0.001
F (-2.793, -2.528, 1.486)  0.008
F (-5.167, -1.179, -1.384)  0.000
S (-2.932, -2.419, -1.437)  0.006
O (-3.296, -2.746, -2.785)  -0.001
O (-2.306, -1.104, -1.207)  0.004
O (-2.089, -3.393, -0.744)  0.009
C (-3.916, 0.387, 0.879)  -0.005
C (-2.607, 0.545, 1.694)  0.020
O (-2.573, 1.392, 2.576)  -0.032
N (-1.551, -0.197, 1.303)  -0.233
Te (0.831, 1.229, 2.909)  0.002
C (2.927, 1.384, 3.193)  -0.002
C (3.787, 1.877, 2.206)  0.002
C (3.329, 2.209, 0.812)  0.000
C (5.142, 2.035, 2.503)  0.000
C (5.673, 1.691, 3.733)  0.000
C (7.135, 1.879, 4.038)  0.000
C (4.816, 1.138, 4.678)  0.000
C (3.462, 0.970, 4.427)  0.000
C (2.597, 0.341, 5.486)  0.000
C (0.598, 3.217, 2.187)  0.001
C (0.878, 4.291, 3.047)  0.000
C (1.351, 4.099, 4.463)  0.000
C (0.739, 5.594, 2.576)  0.000
C (0.309, 5.866, 1.286)  0.000
C (0.152, 7.280, 0.796)  0.000
C (0.021, 4.793, 0.459)  0.000
C (0.159, 3.473, 0.882)  0.000
C (-0.135, 2.397, -0.129)  -0.006
H (-4.479, 1.306, 1.043)  0.000
H (-4.980, -0.683, 2.306)  0.000
H (-3.690, 0.295, -0.178)  0.003
H (2.490, 1.575, 0.520)  -0.001
H (4.144, 2.046, 0.106)  0.000
H (3.003, 3.248, 0.725)  0.000
H (5.800, 2.422, 1.730)  0.000
H (7.658, 2.324, 3.192)  0.000
H (7.616, 0.926, 4.268)  0.000
H (7.275, 2.531, 4.902)  0.000
H (5.213, 0.825, 5.639)  0.000
H (3.207, -0.015, 6.317)  0.000
H (2.037, -0.511, 5.095)  0.000
H (1.863, 1.052, 5.871)  0.000
H (2.386, 3.748, 4.487)  0.000
H (0.749, 3.351, 4.980)  0.000
H (1.295, 5.039, 5.013)  0.000
H (0.960, 6.419, 3.246)  0.000
H (0.427, 7.997, 1.569)  0.000
H (-0.879, 7.481, 0.500)  0.000
H (0.783, 7.466, -0.076)  0.000
H (-0.324, 4.978, -0.554)  0.000
H (-1.098, 2.583, -0.611)  0.000
H (-0.164, 1.402, 0.305)  0.020
H (0.631, 2.408, -0.909)  -0.001

Results
LUMO level (spin up / spin down) ... 0.081 / 0.081 Ha
Net charge ... -1
Frontier orbital gap (spin up / spin down) ... 7.4 / 7.4 eV
⟨S²⟩ ... 0.818
Multiplicity ... 2

***

Entry from the Open Molecules 2025 dataset: a cluster of 2 separate species, C3H9NO3 in total in a non-equilibrium geometry (ωB97M-V with the def2-TZVPD basis set).

Last column: natural (NBO) charge in e.
Element x y z (Å)
O (-2.607, -1.241, 0.656)  -0.545
C (-1.397, -1.263, 0.669)  0.704
N (-0.639, -0.373, 1.514)  -0.709
C (0.402, 0.486, 0.937)  0.076
O (-0.112, 1.822, 0.585)  -0.730
C (-0.428, -2.154, -0.246)  -0.743
H (-0.855, -0.137, 2.451)  0.408
H (0.898, 0.023, 0.102)  0.171
H (1.129, 0.713, 1.781)  0.184
H (-0.745, 1.678, -0.225)  0.461
H (0.525, -2.350, 0.325)  0.234
H (-0.391, -1.577, -1.209)  0.237
H (-0.855, -3.196, -0.445)  0.250
H (1.166, 2.973, -2.636)  0.465
H (1.878, 2.000, -1.774)  0.463
O (2.031, 2.595, -2.483)  -0.927

Results
Energy above the lowest of the compared OMol25 structures with the same formula, charge and spin ... 1.985 eV
LUMO level ... 0.014 Ha
SMILES string ... CC(=O)NCO.O
Frontier orbital gap ... 10.3 eV
Multiplicity ... 1

***

Entry from the Open Molecules 2025 dataset: a structure of composition C3H3LiO3Pm in a non-equilibrium geometry (ωB97M-V with the def2-TZVPD basis set).

Last column: Mulliken spin population.
Element x y z (Å)
C (-0.343, 1.042, 0.252)  0.000
C (-1.335, 0.393, 1.134)  -0.005
O (-0.690, -0.475, 0.199)  -0.003
C (2.188, -0.824, -1.174)  0.000
O (1.981, -1.785, -1.781)  0.001
O (2.544, 0.049, -0.485)  0.000
Li (1.622, 1.229, 0.898)  0.000
H (-0.865, 1.488, -0.610)  0.000
H (-2.413, 0.510, 0.972)  0.000
H (-1.091, 0.135, 2.171)  -0.001
Pm (-1.598, -1.763, -1.577)  5.008

Results
LUMO level (spin up / spin down) ... -0.335 / -0.330 Ha
Net charge ... +2
Frontier orbital gap (spin up / spin down) ... 6.9 / 7.0 eV
⟨S²⟩ ... 8.755
Multiplicity ... 6

***

Entry from the Open Molecules 2025 dataset: a structure of composition C18H24N2O8PPt in a non-equilibrium geometry (ωB97M-V with the def2-TZVPD basis set).

Last column: Mulliken spin population.
Element x y z (Å)
Pt (0.412, -0.770, -0.035)  0.735
O (1.758, -1.265, 1.606)  0.021
C (3.014, -1.019, 1.593)  -0.018
C (3.817, -0.486, 0.569)  -0.013
C (5.122, -0.037, 0.856)  0.000
C (5.894, 0.584, -0.111)  0.008
C (5.404, 0.770, -1.409)  0.000
C (4.160, 0.298, -1.736)  0.006
C (3.330, -0.357, -0.792)  0.018
O (2.224, -0.845, -1.193)  0.047
N (7.186, 1.070, 0.227)  0.000
O (7.601, 0.844, 1.355)  0.003
O (7.811, 1.699, -0.616)  0.002
H (3.528, -1.236, 2.537)  0.002
H (5.516, -0.140, 1.855)  0.000
H (6.019, 1.280, -2.132)  0.000
H (3.766, 0.409, -2.734)  0.001
O (-1.586, -2.104, -0.379)  0.014
N (-1.818, -3.051, 0.489)  0.008
C (-0.905, -3.392, 1.430)  -0.003
C (-1.146, -4.416, 2.307)  -0.002
C (-2.349, -5.118, 2.258)  0.003
C (-3.293, -4.721, 1.312)  -0.001
C (-3.009, -3.701, 0.444)  0.004
H (0.013, -2.812, 1.432)  0.008
H (-0.399, -4.663, 3.042)  0.000
H (-2.540, -5.928, 2.939)  0.000
H (-4.254, -5.207, 1.258)  0.000
H (-3.694, -3.353, -0.314)  0.001
C (-2.345, 1.937, 2.361)  0.005
C (-2.486, 0.706, 1.483)  0.016
O (-2.393, 1.060, 0.112)  0.025
P (-0.971, 0.943, -0.653)  0.116
O (-1.465, 1.131, -2.150)  0.005
C (-2.386, 0.231, -2.770)  0.000
C (-3.718, 0.930, -2.986)  0.000
O (-0.179, 2.310, -0.448)  0.006
C (-0.350, 3.499, -1.227)  0.008
C (-1.467, 4.380, -0.696)  -0.001
H (-2.460, 1.670, 3.407)  -0.001
H (-3.108, 2.666, 2.097)  0.000
H (-1.364, 2.377, 2.203)  0.002
H (-3.464, 0.232, 1.616)  -0.002
H (-1.698, -0.026, 1.731)  -0.023
H (-2.508, -0.660, -2.147)  -0.001
H (-1.940, -0.054, -3.729)  0.000
H (-4.127, 1.250, -2.032)  0.000
H (-4.406, 0.243, -3.470)  0.000
H (-3.591, 1.806, -3.620)  0.000
H (-0.548, 3.223, -2.263)  0.000
H (0.612, 4.015, -1.171)  0.000
H (-2.432, 3.912, -0.872)  0.000
H (-1.440, 5.339, -1.203)  0.000
H (-1.349, 4.545, 0.370)  0.000

Results
LUMO level (spin up / spin down) ... -0.006 / -0.012 Ha
Frontier orbital gap (spin up / spin down) ... 7.0 / 7.2 eV
⟨S²⟩ ... 0.754
Multiplicity ... 2